C22H10BrCl5N2NaO | ωB97M-V with the def2-TZVPD basis set

The geometry in XYZ format:
```
42
C22H10BrCl5N2NaO ωB97M-V with the def2-TZVPD basis set
Br 7.327 0.611 2.369
Cl -4.509 -4.037 -2.523
Cl -5.071 1.050 0.858
Cl -1.142 -3.436 -2.526
Cl -6.097 -1.460 -1.188
Cl 0.181 2.087 -1.935
Na 1.062 -1.344 -1.331
O 3.157 -1.111 -1.574
N -0.955 -0.454 -1.602
N 1.204 0.333 0.317
C 0.122 1.004 0.916
C -2.296 0.569 1.049
C 4.689 0.665 1.331
C 6.289 -0.856 0.271
C -3.796 -2.610 -1.890
C -2.385 1.639 -1.805
C -2.372 -2.404 -1.927
C -4.433 -1.466 -1.373
C -3.436 -0.382 -0.986
C -1.158 0.896 0.291
C -1.149 1.351 2.973
C -3.571 -0.030 0.496
C 3.994 -0.642 -0.708
C -1.124 1.011 -1.210
C -2.109 -1.115 -1.439
C 3.663 0.301 0.409
C 5.345 -1.172 -0.659
C 5.938 0.100 1.271
C 0.099 1.495 2.280
C -3.486 0.892 -1.758
C -2.258 0.759 2.410
C 2.381 0.855 0.623
H -2.271 2.623 -2.220
H -1.182 1.668 4.022
H -3.064 0.428 3.066
H 7.313 -1.213 0.184
H 1.028 1.836 2.773
H 5.556 -1.974 -1.413
H 2.441 1.940 1.105
H 4.427 1.297 2.128
H -4.459 1.215 -2.146
H -3.893 -0.917 1.070
```

Output
E_tot ... -6066.42845 hartree
HOMO ... -0.1379 Eh
Energy relative to the best compared isomer or geometry (same formula, charge and spin) ... 0.613 eV
Net charge ... -1
E_LUMO ... 2.1 eV



C22H11Cl8N4O3ReS | ωB97M-V with the def2-TZVPD basis set

The geometry in XYZ format:
```
50
C22H11Cl8N4O3ReS ωB97M-V with the def2-TZVPD basis set
Re -0.112 0.531 -0.121
Cl -0.186 1.573 -3.779
Cl 3.302 0.854 4.665
Cl -2.357 0.391 -5.259
Cl 5.109 2.949 0.064
Cl 5.524 2.309 3.075
Cl -2.927 2.020 -2.938
Cl 2.522 2.177 -1.347
Cl 0.703 0.020 3.316
S -1.764 1.356 1.326
O -1.923 -1.502 -3.129
O -1.446 -0.086 -1.484
O -0.414 3.649 -0.973
N -1.626 -1.324 1.784
N 1.152 -1.013 -1.039
N -3.249 -0.176 2.870
N -0.587 -1.233 0.907
C -1.827 0.843 -3.661
C 1.634 1.114 1.001
C 2.661 -3.162 -1.918
C 4.069 1.864 2.300
C -0.129 -3.583 1.380
C -1.396 -5.595 1.677
C 0.767 -3.987 2.365
C -0.510 -6.000 2.667
C -2.223 -0.197 2.015
C -1.727 -0.395 -2.721
C -1.213 -4.382 1.033
C 2.677 -1.963 -2.602
C 2.686 1.771 0.344
C 1.095 -2.203 -0.394
C 3.880 2.148 0.950
C 1.907 -0.911 -2.135
C 1.877 0.849 2.359
C -0.223 2.564 -0.775
C 3.062 1.210 3.006
C 0.103 -2.302 0.682
C 1.844 -3.289 -0.803
C 0.568 -5.197 3.013
H 1.254 -5.512 3.787
H 1.603 -3.352 2.635
H 1.888 0.034 -2.652
H -0.660 -6.946 3.169
H -2.234 -6.223 1.408
H 3.255 -3.999 -2.257
H -3.757 0.670 3.054
H -3.541 -1.035 3.306
H 1.761 -4.221 -0.263
H -1.904 -4.055 0.266
H 3.270 -1.827 -3.495
```

Output
E_tot ... -5447.53410 hartree
Multiplicity ... 4
Expectation value of S² ... 3.78
HOMO (spin up / spin down) ... -0.4255 / -0.4354 Eh
Energy relative to the best compared isomer or geometry (same formula, charge and spin) ... 0.125 eV
Net charge ... +1
E_LUMO (spin up / spin down) ... -4.2 / -5.5 eV



C22H12Cl2MgN4O8 | ωB97M-V with the def2-TZVPD basis set

The geometry in XYZ format:
```
49
C22H12Cl2MgN4O8 ωB97M-V with the def2-TZVPD basis set
Cl -4.271 2.542 -2.471
Cl 5.091 -2.153 1.259
Mg -0.718 -0.902 0.948
O -1.004 -2.307 -0.409
O 4.693 -2.266 4.284
O -1.690 -2.659 -2.495
O 0.460 -0.841 4.744
O 2.781 -1.780 5.267
O -0.676 -0.891 2.855
O -2.953 -1.395 -4.297
O -4.698 -0.053 -4.096
N -2.567 1.403 -0.770
N -1.924 0.243 -0.479
N 2.697 -1.224 0.765
N 1.475 -1.002 1.328
C -2.194 4.394 2.078
C 3.704 -0.560 -1.363
C -3.025 0.021 -2.443
C -3.248 1.288 -1.887
C -2.180 -0.579 -1.503
C 1.615 -1.178 2.620
C 2.763 -1.247 -0.658
C 2.924 -1.537 2.952
C -3.634 3.109 0.651
C -3.683 -0.500 -3.703
C -1.539 -1.985 -1.493
C -1.054 3.858 1.458
C 0.378 -0.925 3.516
C 1.884 -2.058 -1.350
C -2.491 2.491 0.108
C 3.762 -0.584 -2.746
C 1.935 -2.038 -2.723
C -1.259 2.970 0.412
C 3.584 -1.570 1.706
C -3.517 4.032 1.654
C 2.883 -1.305 -3.453
C 3.512 -1.936 4.251
H 4.511 -0.022 -0.870
H 1.821 -1.416 5.188
H -0.061 4.187 1.641
H -4.607 2.763 0.238
H 1.210 -2.632 -3.298
H 4.472 0.054 -3.248
H 2.949 -1.397 -4.534
H -2.444 -1.950 -3.588
H -0.388 2.583 -0.088
H -4.373 4.535 2.033
H 1.062 -2.642 -0.925
H -1.967 5.061 2.934
```

Output
E_tot ... -2787.18599 hartree
HOMO ... -0.3703 Eh
E_LUMO ... -0.4 eV



C22H13BCl2F16LuNO4 | ωB97M-V with the def2-TZVPD basis set

The geometry in XYZ format:
```
60
C22H13BCl2F16LuNO4 ωB97M-V with the def2-TZVPD basis set
Lu -13.760 8.598 -0.248
Cl -10.822 8.815 -4.251
Cl -11.382 5.968 -3.357
F -16.247 10.296 -2.205
F -17.394 5.555 -0.849
F -10.518 8.251 2.101
F -15.209 4.369 0.211
F -14.530 14.099 -1.444
F -11.642 9.048 0.241
F -13.847 13.165 0.456
F -12.464 9.589 2.426
F -12.716 7.532 1.511
F -18.473 6.172 1.002
F -12.813 12.788 -1.445
F -17.625 7.688 -0.328
F -16.493 12.481 -2.343
F -16.486 4.308 1.971
F -14.428 5.128 2.107
F -14.754 11.484 -3.286
O -15.097 7.052 0.046
O -14.043 10.576 -0.703
O -13.436 8.180 -2.197
O -14.378 8.206 -4.255
N -15.668 9.448 1.058
C -17.188 6.813 5.830
C -12.016 7.501 -4.117
C -16.060 11.752 0.105
C -17.727 10.577 1.404
C -15.559 11.511 -2.191
C -16.190 7.361 2.151
C -15.816 8.731 2.200
C -16.736 6.826 3.336
C -18.354 14.315 1.796
C -17.861 12.998 1.215
C -15.494 9.259 3.482
C -18.402 11.776 1.698
C -16.019 6.530 0.878
C -13.975 12.937 -0.892
C -13.455 8.005 -3.458
C -15.529 5.080 1.301
C -16.682 7.433 4.580
C -14.847 11.617 -0.858
C -17.422 6.429 0.189
C -15.932 8.684 4.630
C -16.415 10.608 0.839
C -16.775 12.962 0.314
B -11.737 8.635 1.691
H -18.522 14.239 2.868
H -19.269 11.568 2.390
H -18.207 6.397 5.808
H -19.267 14.726 1.368
H -12.319 7.332 -5.137
H -14.859 10.133 3.409
H -17.055 7.518 6.588
H -17.473 14.986 1.665
H -16.402 13.909 -0.126
H -18.112 9.615 1.746
H -15.753 9.125 5.572
H -17.271 5.893 3.227
H -16.718 5.798 6.132
```

Output
E_tot ... -4981.05223 hartree
HOMO ... -0.0503 Eh
Net charge ... -2
E_LUMO ... 4.4 eV